No. 1
Formula: C32H42F9O28P
Source: the Open Molecules 2025 dataset
Level of theory: ωB97M-V/def2-TZVPD

Output
- Frontier orbital gap: 10.73 eV
- Net charge: 0
- SMILES: CCCCCCCCO[P@](=O)(O)OF.O=C1OC[C@@H](F)O1.O=C1OC[C@@H](F)O1.O=C1OC[C@@H](F)O1.O=C1OC[C@@H](F)O1.O=C1OC[C@@H](F)O1.O=C1OC[C@@H](F)O1.O=C1OC[C@@H](F)O1.O=C1OC[C@@H](F)O1
- LUMO: 0.014 Ha

XYZ file:
```
112
Properties=species:S:1:pos:R:3:mulliken_charge:R:1
P -2.201 -0.473 1.131 0.35
F 9.603 -4.190 7.987 -0.28
F 10.146 -3.139 3.403 -0.27
F -3.340 0.297 -3.458 -0.37
F -0.697 -7.473 1.044 -0.31
F -3.219 -0.391 3.373 -0.11
F -2.289 6.633 -0.176 -0.33
F -6.509 -0.309 -8.125 -0.28
F -3.028 -4.079 3.550 -0.15
F -0.294 3.756 -7.059 -0.29
O -3.429 0.123 2.072 -0.21
O -2.607 -4.668 0.479 -0.30
O -1.074 -3.329 -0.480 -0.61
O -7.476 2.264 -4.642 -0.52
O -0.396 7.186 -6.753 -0.34
O -3.003 4.504 -0.429 -0.13
O -2.003 0.760 0.188 0.54
O -1.072 -0.980 1.899 -0.65
O -2.937 -1.508 0.214 -0.44
O -4.285 3.600 -3.210 -0.38
O 0.602 7.790 -8.680 -0.50
O 10.225 -2.612 6.496 -0.25
O 0.487 5.620 -8.066 -0.33
O 8.419 -3.650 2.044 -0.33
O -2.581 -4.829 7.905 -0.49
O -2.369 4.627 -3.765 -0.52
O -2.457 2.385 -3.546 -0.34
O -0.489 -5.326 0.367 -0.35
O 6.294 -4.045 1.394 -0.47
O -3.030 -4.798 5.691 -0.33
O -5.185 4.771 -0.081 -0.40
O -7.094 0.640 -6.159 -0.30
O 10.034 -0.782 7.753 -0.34
O 10.401 -0.574 5.541 -0.48
O -7.631 2.687 -6.849 -0.32
O -4.333 2.694 -0.250 -0.41
O -2.631 -2.887 6.763 -0.34
O 6.735 -2.711 3.156 -0.33
C -7.409 1.905 -5.769 0.72
C 7.064 -3.524 2.124 0.57
C -4.196 3.873 -0.241 0.63
C -3.429 -3.768 4.811 0.23
C -0.769 5.926 -6.183 -0.20
C -0.202 2.311 -0.387 -0.17
C -1.368 -4.345 0.067 0.73
C 3.478 -2.372 1.479 -1.32
C 0.453 -0.024 -1.264 1.06
C -1.197 1.868 0.667 -0.82
C 0.226 4.985 -6.828 0.35
C -3.385 1.521 -2.883 1.71
C -4.704 2.224 -3.133 -0.39
C 1.577 -0.998 -1.646 -1.34
C -4.604 6.078 -0.003 -0.61
C 0.262 6.957 -7.912 0.59
C 9.005 -2.655 2.866 0.35
C -7.291 1.944 -8.024 -0.42
C -2.726 -4.230 6.897 0.58
C 10.318 -3.050 7.840 0.30
C 10.238 -1.248 6.500 0.66
C -2.584 -6.018 0.957 -0.47
C 0.917 1.338 -0.764 -0.78
C -3.275 5.871 -0.702 0.42
C 1.998 -1.909 -0.501 -0.12
C 9.717 -1.888 8.603 -0.42
C 7.921 -2.415 3.898 -0.25
C -1.116 -6.211 1.283 0.37
C -2.980 3.629 -3.535 0.60
C -2.710 -2.560 5.371 -0.15
C 2.968 -1.303 0.512 -0.06
C -7.405 0.513 -7.536 0.32
H -6.263 2.168 -8.313 0.28
H 1.101 -2.197 0.048 -0.18
H 1.598 1.219 0.081 0.19
H 3.822 -0.873 -0.020 0.28
H 9.247 -1.785 2.253 0.25
H -7.968 2.190 -8.836 0.26
H 2.447 -2.824 -0.892 0.58
H 10.144 -1.741 9.590 0.27
H -5.145 1.915 -4.075 -0.18
H -0.830 -5.929 2.296 0.29
H -2.261 -2.135 -0.136 0.45
H -3.247 -1.630 5.228 0.20
H -1.787 5.675 -6.484 0.22
H 11.363 -3.258 8.074 0.27
H -8.400 0.076 -7.633 0.29
H 0.265 3.204 0.041 0.50
H -3.245 -6.130 1.810 0.26
H 2.433 -0.428 -2.024 0.50
H 1.496 1.806 -1.565 0.37
H -5.423 2.100 -2.331 0.49
H 1.164 4.870 -6.283 0.31
H -0.241 0.101 -2.099 0.13
H 8.634 -1.996 8.676 0.28
H 2.636 -2.761 2.057 0.22
H -1.884 2.689 0.856 0.19
H -3.299 6.015 -1.784 0.22
H 3.959 -3.192 0.953 0.35
H -0.742 2.644 -1.276 -0.19
H 2.477 -0.528 1.102 0.09
H -2.888 -6.690 0.154 0.32
H -4.452 6.349 1.042 0.30
H 1.218 -1.602 -2.479 0.33
H -3.098 1.436 -1.837 -0.64
H -0.712 5.957 -5.100 0.18
H 7.894 -1.395 4.270 0.24
H 8.012 -3.111 4.733 0.22
H -0.097 -0.524 -0.472 -0.74
H -5.247 6.805 -0.488 0.32
H -4.518 -3.694 4.818 0.21
H -0.716 1.628 1.615 0.68
H 4.186 -1.958 2.195 0.38
H -1.706 -2.476 4.952 0.24
```

No. 2
Formula: C32H42N6OPPdS2
Source: the Open Molecules 2025 dataset
Level of theory: ωB97M-V/def2-TZVPD

Output
- Frontier orbital gap: 6.26 eV
- Net charge: -1
- LUMO: 0.094 Ha
- Energy above the lowest of the compared OMol25 structures with the same formula, charge and spin: 20.0 kcal per mole

XYZ file:
```
85
Properties=species:S:1:pos:R:3:mulliken_charge:R:1
Pd 0.051 1.121 1.683 -0.50
S 0.707 5.900 0.501 -0.51
S 3.043 4.318 -0.153 -0.39
P -0.175 -0.808 3.054 1.02
O 0.756 -1.680 -1.280 -0.61
N 1.628 -0.732 -3.160 -0.63
N 2.042 1.967 1.347 -0.42
N 0.328 0.521 -1.714 -0.08
N 0.790 3.760 2.265 -0.36
N 0.540 3.278 -0.108 0.94
N 0.373 5.854 3.112 -0.63
C 0.983 2.816 1.205 -0.02
C 4.547 0.973 -1.860 -0.91
C -0.707 -0.102 4.727 2.19
C -3.099 3.924 -0.868 -0.96
C 1.412 -1.643 3.511 1.04
C -0.908 3.212 -0.158 1.50
C 0.193 1.108 5.008 -2.12
C 0.613 4.991 2.044 0.78
C 2.577 -0.888 3.346 -1.29
C 1.114 4.706 -2.049 -0.42
C -2.147 0.402 4.604 -1.82
C 3.215 0.306 0.047 0.18
C 4.178 2.293 -1.636 -0.37
C -2.840 2.027 0.575 0.05
C -3.666 2.877 -0.161 -0.89
C -2.502 -1.488 1.769 -1.78
C 3.928 -2.683 4.216 -0.67
C 2.783 -3.452 4.371 -0.82
C -1.455 2.152 0.606 -0.93
C -0.617 -3.047 1.536 -1.82
C -1.372 -2.174 2.553 2.04
C 3.344 2.630 -0.576 0.43
C 1.543 -2.934 4.025 -0.28
C 4.062 -0.010 -0.996 -0.86
C 3.818 -1.399 3.703 -0.85
C -2.005 -3.047 3.638 -1.91
C 2.829 1.637 0.287 -0.09
C 1.247 4.458 -0.539 0.57
C -0.587 -1.062 5.912 -1.71
C -1.717 4.105 -0.854 -1.14
C 1.460 6.120 -2.495 -1.64
C 0.909 -0.680 -1.961 0.37
H 0.142 -3.679 1.999 0.30
H -3.148 -2.260 1.337 0.64
H 4.701 -0.791 3.554 0.47
H -1.285 -3.548 4.283 0.15
H -0.180 6.665 2.879 0.25
H 2.450 6.410 -2.142 0.31
H 0.441 -1.397 6.052 0.33
H 0.073 0.766 -0.759 -0.05
H 1.803 3.998 -2.517 0.51
H -3.319 1.245 1.158 0.16
H -2.266 1.039 3.724 0.11
H 2.515 0.102 2.905 0.73
H 2.853 -4.460 4.762 0.45
H 2.162 0.098 -3.373 0.25
H -2.602 -3.822 3.146 0.55
H 1.462 6.184 -3.585 0.43
H -2.086 -0.886 0.959 0.07
H -3.719 4.621 -1.420 0.37
H 4.897 -3.087 4.482 0.36
H -0.890 -0.533 6.823 0.54
H -4.740 2.728 -0.164 0.41
H 5.207 0.717 -2.679 0.35
H 0.127 1.866 4.224 0.46
H -0.126 1.560 5.955 0.58
H -3.118 -0.841 2.394 0.31
H 0.672 -3.558 4.160 0.15
H 0.016 5.347 3.910 0.24
H -1.223 -1.940 5.814 0.26
H 4.550 3.086 -2.276 0.42
H -1.339 -3.701 1.037 0.57
H -2.682 -2.475 4.275 0.37
H 4.330 -1.049 -1.153 0.42
H -2.867 -0.417 4.541 0.28
H 1.240 0.822 5.117 0.35
H 0.744 6.855 -2.122 0.34
H 0.122 4.425 -2.394 0.55
H -0.119 -2.446 0.772 0.31
H 0.660 1.320 -2.230 0.35
H 2.798 -0.470 0.679 0.52
H -2.393 0.990 5.494 0.56
H 2.197 -1.564 -3.183 0.29
H -1.320 4.974 -1.352 0.29
```